Entry 1:
{"formula": "C16H27N2O4P", "method": "ωB97M-V/def2-TZVPD", "species": ["O", "O", "O", "O", "C", "C", "C", "C", "C", "C", "C", "N", "N", "C", "C", "C", "C", "C", "C", "C", "C", "C", "P", "H", "H", "H", "H", "H", "H", "H", "H", "H", "H", "H", "H", "H", "H", "H", "H", "H", "H", "H", "H", "H", "H", "H", "H", "H", "H", "H"], "positions_angstrom": [[-1.5236, 0.0318, 0.1696], [-2.9691, 0.7937, 5.5563], [-0.5960, 0.6201, 5.0657], [-2.0620, 2.6595, 5.2232], [-1.5909, 1.2727, -0.0032], [2.4196, 1.8082, -2.8300], [1.4870, 2.1102, -1.8411], [2.2064, 0.6513, -3.4959], [0.1046, 0.2822, -2.1931], [0.3902, 1.4251, -1.5001], [1.0491, -0.1702, -3.1737], [-0.4483, 1.8919, -0.5116], [-4.0013, 1.4855, 0.8286], [2.4380, -2.0137, 1.5881], [0.5460, -1.3740, -3.8735], [2.3374, -2.8949, 0.2940], [1.3736, -2.5947, -3.4216], [1.7859, -2.0372, -0.8249], [1.1735, -2.9891, -1.9034], [-2.2581, 2.3542, 2.1352], [-1.9718, 1.0838, 2.9449], [-2.6822, 2.1331, 0.6998], [-1.8705, 1.2697, 4.7059], [-0.9808, 0.0157, 5.6590], [-2.8334, 2.3286, 5.7769], [3.2982, 2.3824, -3.0006], [1.6191, 3.0577, -1.3099], [2.8012, 0.3333, -4.2751], [-0.7334, -0.2702, -1.9879], [-0.2889, 2.8596, -0.2330], [-4.0225, 0.4606, 0.8968], [-4.5503, 1.8550, -0.0387], [2.7058, -2.5345, 2.4373], [1.5151, -1.5625, 1.6958], [3.1953, -1.2084, 1.4170], [0.5316, -1.1119, -4.9476], [-0.5514, -1.6482, -3.7023], [1.6996, -3.7533, 0.4361], [3.3207, -3.3308, 0.1114], [2.4178, -2.4204, -3.6320], [1.1277, -3.4578, -4.0793], [2.5769, -1.3904, -1.2422], [1.1276, -1.3918, -0.3246], [0.1622, -3.0520, -1.6153], [1.6755, -3.9411, -1.7018], [-1.4044, 3.0322, 1.9233], [-3.0392, 2.8881, 2.6607], [-2.7989, 0.3854, 2.7689], [-1.0849, 0.6096, 2.5964], [-2.8236, 3.0660, 0.0716]], "atomic_forces_ev_per_a": [[-1.38, 2.34, -0.88], [-2.48, -4.63, 0.59], [5.41, -1.14, 0.03], [1.33, 6.31, 0.12], [1.92, -2.75, 1.56], [-1.07, -0.58, 1.07], [2.25, 3.39, 0.54], [-3.04, -2.38, 0.70], [3.56, -0.03, -2.03], [-0.78, -1.42, -0.12], [-1.90, 2.72, 1.43], [-1.85, 1.82, 1.07], [-1.40, 1.30, -3.11], [1.73, 0.11, -3.08], [-0.40, -1.12, -0.76], [0.93, 0.76, 1.46], [-0.77, -0.95, -0.14], [1.75, -1.22, -1.13], [1.80, 1.34, -0.65], [1.32, 1.36, -0.42], [-0.55, 0.71, -0.99], [-1.00, -1.26, -0.74], [-4.62, 0.39, -2.64], [0.23, -2.20, 2.26], [0.23, 1.05, 0.21], [0.31, 0.63, -0.10], [0.22, -0.13, 0.00], [1.43, -0.65, -1.54], [-1.77, -1.31, 0.36], [-0.32, -0.30, -0.33], [0.35, 0.67, -0.51], [0.87, -1.70, 2.18], [0.54, -1.21, 1.84], [-1.96, 1.06, 0.63], [-0.54, -0.55, 0.13], [0.58, -0.80, 0.10], [1.37, 0.85, 0.32], [-0.53, -0.22, 0.36], [0.11, 0.10, -0.42], [0.54, 0.21, 0.21], [-0.09, 0.30, 0.54], [-0.17, -0.25, 0.07], [-1.49, 0.96, 0.00], [-1.52, -0.51, -0.16], [-0.31, -0.06, -0.47], [0.16, -0.27, 1.50], [-0.11, 0.44, -0.23], [0.12, 0.05, 0.16], [0.73, -0.49, -0.22], [0.25, -0.75, 1.19]], "spin_multiplicity": 1, "total_charge": 0, "max_force_ev_per_a": 6.45, "orbital_gap_ev": 8.937, "relative_energy_kj_mol": 0.0}

---

Entry 2:
{"formula": "C16H27N3O", "method": "ωB97M-V/def2-TZVPD", "species": ["C", "C", "O", "C", "C", "C", "C", "C", "N", "C", "C", "C", "C", "N", "C", "N", "C", "C", "C", "C", "H", "H", "H", "H", "H", "H", "H", "H", "H", "H", "H", "H", "H", "H", "H", "H", "H", "H", "H", "H", "H", "H", "H", "H", "H", "H", "H"], "positions_angstrom": [[2.4126, -1.8802, -2.1765], [1.0155, -2.2782, -1.6415], [0.2997, -2.8900, -2.3295], [0.4616, -1.6411, -0.4948], [0.2713, -2.1261, 0.7882], [0.5367, -3.5749, 1.1948], [-0.2895, -1.3312, 1.8144], [-0.7045, -0.0715, 1.4262], [-1.0391, 0.8566, 2.3801], [-0.1066, 1.5398, 3.2893], [-0.2780, 3.0409, 3.1203], [-0.4847, 1.1462, 4.7004], [1.4142, 1.2709, 2.9931], [-0.4712, 0.4598, 0.1676], [0.1210, -0.3554, -0.7329], [0.3466, 0.2694, -1.9566], [-0.6544, 0.3580, -3.0707], [-1.6449, 1.5359, -2.6760], [0.0864, 0.7245, -4.4090], [-1.5693, -0.8209, -3.3481], [2.8210, -2.6442, -2.8465], [3.0664, -1.5327, -1.3795], [2.2167, -1.1021, -2.8566], [0.0402, -3.6884, 2.1566], [0.1416, -4.2727, 0.5014], [1.6367, -3.6165, 1.2965], [-0.6020, -1.5603, 2.8218], [-1.5993, 1.4751, 1.8665], [0.0506, 3.3405, 2.1324], [-1.3684, 3.3241, 3.1855], [0.2832, 3.6649, 3.8579], [0.1525, 1.6593, 5.4070], [-1.4653, 1.5337, 5.0250], [-0.5126, 0.0433, 4.9014], [1.9371, 2.0557, 3.4134], [1.7687, 0.3725, 3.4218], [1.5836, 1.2014, 1.8589], [0.7770, 1.1621, -1.7300], [-1.1218, 2.5086, -2.7018], [-2.2166, 1.2749, -1.6057], [-2.5472, 1.4333, -3.2997], [0.7026, 1.6568, -4.3374], [-0.6637, 0.9896, -5.2214], [0.6376, -0.1003, -4.6998], [-2.1495, -1.0399, -2.4524], [-1.0181, -1.6663, -3.6609], [-2.2744, -0.7051, -4.0931]], "atomic_forces_ev_per_a": [[-0.36, -1.24, 0.84], [3.58, 1.08, -0.68], [-2.38, -3.19, -2.50], [0.21, 0.23, 2.76], [-1.05, -1.45, 1.71], [0.93, 1.92, 0.43], [-0.49, 0.57, -2.15], [3.20, 1.03, -1.37], [-1.20, -0.29, 0.32], [0.85, -0.29, 0.06], [-1.24, 1.01, 0.22], [-0.48, -0.37, 1.15], [-2.23, -1.11, -2.56], [-0.12, -1.79, 1.50], [-2.55, 2.97, 0.65], [0.96, -0.61, -1.57], [-1.10, 2.74, -0.21], [-1.44, -1.81, 1.88], [-2.08, 2.58, 0.73], [1.42, -0.52, 2.39], [0.09, -0.33, 0.71], [0.27, -0.13, -0.19], [-0.27, 1.39, -0.52], [0.33, -0.41, 0.03], [-0.09, -0.69, -0.75], [-0.46, -0.72, 0.07], [0.49, -0.86, 0.01], [-0.79, 1.70, -0.25], [0.14, 0.06, -0.29], [0.99, -0.24, 0.09], [-0.41, -0.74, -0.39], [0.72, -0.22, 0.32], [-0.02, -0.21, -0.70], [0.33, 0.94, -0.33], [1.31, 1.67, 0.67], [0.27, -1.16, 0.46], [-0.17, 0.34, 1.64], [-0.56, 0.10, -0.57], [-0.67, -0.33, 0.20], [2.18, 0.94, -2.37], [0.58, 0.79, -0.46], [-0.19, -0.91, 0.25], [0.67, -0.59, 1.01], [1.39, -1.54, -0.78], [0.14, -0.37, 0.19], [0.61, -1.13, 0.05], [-1.31, 1.20, -1.73]], "spin_multiplicity": 1, "total_charge": 0, "smiles": "CC(=O)c1c(C)cc(NC(C)(C)C)nc1NC(C)(C)C", "max_force_ev_per_a": 4.69, "orbital_gap_ev": 9.189, "relative_energy_kj_mol": 259.5}

---

Entry 3:
{"formula": "C16H27N4O6STl", "method": "ωB97M-V/def2-TZVPD", "species": ["Tl", "C", "C", "O", "C", "C", "O", "C", "C", "O", "C", "C", "O", "H", "H", "H", "H", "H", "H", "H", "H", "H", "H", "H", "H", "H", "H", "H", "H", "O", "N", "N", "O", "C", "C", "C", "C", "C", "C", "H", "H", "H", "H", "H", "C", "N", "C", "N", "S", "H", "H", "H", "H", "H", "H"], "positions_angstrom": [[-0.6475, 0.0976, 0.1641], [-0.5845, 1.0210, -2.8892], [0.1870, 2.2036, -2.3307], [0.1844, 2.1405, -0.8948], [1.4305, 2.4909, -0.2748], [2.4627, 1.3976, -0.4557], [1.9004, 0.1663, 0.0076], [2.4847, -0.9869, -0.5994], [1.6950, -2.1989, -0.1594], [0.2925, -2.0567, -0.4306], [-0.2029, -2.4855, -1.7055], [-0.0978, -1.3995, -2.7814], [-0.1842, -0.1316, -2.1267], [-0.3371, 0.8811, -3.9414], [-1.6616, 1.1541, -2.7856], [-0.2758, 3.1388, -2.6492], [1.2150, 2.1825, -2.6935], [1.1991, 2.6349, 0.7806], [1.8022, 3.4351, -0.6758], [3.3639, 1.6411, 0.1117], [2.7460, 1.2869, -1.5058], [3.5242, -1.0975, -0.2798], [2.4703, -0.8672, -1.6871], [1.7686, -2.3196, 0.9212], [2.0745, -3.1011, -0.6401], [-1.2458, -2.7311, -1.5243], [0.3232, -3.3848, -2.0272], [-0.9194, -1.5277, -3.4889], [0.8463, -1.4347, -3.3285], [-2.4837, 1.2286, -0.3191], [-3.6058, 0.6038, -0.3161], [-3.5586, -0.6453, -0.1165], [-2.4354, -1.3101, 0.1114], [-4.7961, -1.3974, -0.0860], [-4.7641, -2.6819, 0.4334], [-5.9500, -3.4005, 0.4915], [-7.1308, -2.8378, 0.0321], [-7.1343, -1.5521, -0.4948], [-5.9632, -0.8166, -0.5628], [-3.8344, -3.1179, 0.7683], [-5.9447, -4.4053, 0.8909], [-8.0506, -3.4046, 0.0750], [-8.0539, -1.1191, -0.8630], [-5.9564, 0.1809, -0.9758], [-3.8640, -0.5184, 3.5740], [-2.5543, -0.4990, 2.9229], [-1.5377, 0.2182, 3.3468], [-1.6282, 0.9254, 4.4616], [0.0140, 0.2486, 2.5335], [-4.5219, -1.1515, 2.9857], [-4.2830, 0.4874, 3.6163], [-3.7967, -0.9393, 4.5784], [-2.4161, -1.1003, 2.1168], [-2.4286, 0.8612, 5.0724], [-0.8639, 1.5139, 4.7522]], "atomic_forces_ev_per_a": [[0.10, -0.03, -0.06], [-0.01, 0.00, 0.03], [0.00, 0.01, -0.08], [-0.04, -0.02, 0.06], [0.04, -0.01, 0.01], [0.00, 0.04, -0.02], [0.00, 0.02, 0.01], [0.02, -0.06, -0.03], [0.00, 0.08, 0.03], [-0.02, 0.03, 0.03], [0.00, -0.01, -0.05], [0.03, -0.04, -0.01], [-0.11, 0.05, -0.01], [0.02, 0.00, 0.00], [0.00, -0.01, 0.00], [0.00, 0.00, 0.03], [0.00, -0.02, 0.01], [0.01, 0.01, 0.00], [-0.01, 0.00, -0.01], [0.00, -0.02, 0.02], [-0.01, 0.00, 0.00], [0.00, 0.01, 0.01], [-0.01, 0.00, 0.00], [0.00, -0.02, 0.00], [0.02, 0.00, -0.01], [-0.01, 0.00, 0.00], [0.00, 0.00, 0.02], [0.02, 0.03, -0.02], [0.01, -0.02, 0.01], [-0.07, -0.05, -0.05], [0.07, -0.11, 0.01], [0.02, 0.08, -0.01], [-0.03, 0.09, 0.03], [0.01, 0.00, -0.02], [-0.01, 0.01, -0.01], [0.01, 0.00, 0.00], [-0.01, -0.01, 0.00], [0.01, 0.01, 0.00], [0.00, -0.01, 0.03], [0.00, 0.00, 0.00], [0.00, 0.00, 0.00], [0.00, 0.00, 0.00], [0.00, 0.00, 0.00], [-0.01, 0.01, 0.00], [0.02, -0.03, 0.04], [-0.04, -0.01, 0.06], [-0.03, -0.03, 0.02], [-0.02, 0.02, 0.02], [0.06, -0.04, 0.00], [-0.02, 0.03, -0.01], [-0.01, 0.00, -0.01], [0.02, 0.00, 0.00], [0.02, 0.04, -0.03], [0.00, 0.00, -0.02], [0.01, 0.00, -0.01]], "spin_multiplicity": 1, "total_charge": 2, "max_force_ev_per_a": 0.13, "orbital_gap_ev": 7.555, "relative_energy_kj_mol": 0.0}

---

Entry 4:
{"formula": "C16H27N4O7", "method": "ωB97M-V/def2-TZVPD", "species": ["O", "O", "O", "O", "O", "O", "O", "C", "C", "C", "C", "C", "N", "N", "N", "N", "C", "C", "C", "C", "C", "C", "C", "C", "C", "C", "C", "H", "H", "H", "H", "H", "H", "H", "H", "H", "H", "H", "H", "H", "H", "H", "H", "H", "H", "H", "H", "H", "H", "H", "H", "H", "H", "H"], "positions_angstrom": [[-0.1244, 5.2436, -2.0914], [1.0534, -3.4191, 3.8585], [0.4750, 0.4839, -2.0596], [1.3392, -5.7947, 0.8098], [2.3580, 4.1609, 1.2514], [2.0735, -1.0424, -2.0352], [-0.7205, -6.6851, 0.5720], [-0.4979, 4.0801, -2.1545], [1.1649, -2.9942, 2.7163], [1.6480, 0.1128, -1.8152], [0.1256, -5.6700, 0.8735], [1.3663, 4.1972, 0.5249], [0.4976, 5.2097, 0.6057], [-4.5589, -2.6835, 0.4874], [0.4235, -3.2259, 1.5981], [-0.0994, 3.1068, -1.3409], [-1.5075, 3.6752, -3.1990], [0.6168, 6.3367, 1.5245], [2.3190, -2.3554, 1.9850], [2.6304, 1.0931, -1.1431], [1.4546, -2.6652, 0.7280], [-3.3581, -2.0755, -0.0950], [-0.5075, -4.3379, 1.3568], [-2.1323, -2.4550, 0.7275], [-1.5877, -3.8526, 0.3649], [2.3006, 2.5931, -1.2859], [1.0759, 3.0342, -0.4535], [-0.1388, -7.4072, 0.2920], [-0.2101, 5.2438, -0.1180], [-5.3791, -2.4740, -0.0803], [-4.6927, -2.3686, 1.4475], [-0.4151, 2.1757, -1.6120], [-2.4088, 3.3203, -2.7045], [-1.0829, 2.8722, -3.8011], [-1.7336, 4.5327, -3.8294], [1.5453, 6.8715, 1.3199], [-0.2286, 7.0125, 1.3977], [0.6425, 5.9684, 2.5510], [2.4695, -1.2944, 2.1940], [3.2569, -2.9107, 2.0482], [3.6220, 0.9377, -1.5753], [2.7052, 0.8504, -0.0800], [1.9157, -3.3666, 0.0238], [1.1272, -1.7759, 0.1808], [-3.4726, -0.9866, -0.0913], [-3.2310, -2.3945, -1.1349], [-1.0049, -4.5650, 2.3044], [-1.3589, -1.7064, 0.5282], [-2.3747, -2.4089, 1.7934], [-2.4127, -4.5724, 0.3558], [-1.1652, -3.8166, -0.6452], [2.1564, 2.8316, -2.3414], [3.1777, 3.1517, -0.9585], [0.8631, 2.2081, 0.2244]], "atomic_forces_ev_per_a": [[0.33, 0.77, 0.03], [-0.45, 0.65, -0.84], [-0.57, 0.84, 0.16], [-1.53, -0.24, -0.13], [-0.15, -0.38, -0.30], [0.43, 0.27, 0.22], [0.11, 0.79, 0.16], [-0.07, 0.33, -0.34], [0.76, -1.98, 2.22], [0.04, -1.13, -0.07], [2.13, 0.89, 0.51], [0.62, 0.22, 0.20], [-1.31, 0.17, -0.22], [-0.16, -0.49, -0.32], [-0.21, -1.40, 0.05], [-0.43, -0.44, 0.81], [0.08, -0.17, -0.04], [0.40, -0.67, -0.27], [-0.59, 0.64, -0.68], [-0.02, 0.65, -0.42], [0.71, 0.69, -1.26], [-0.22, 0.27, 0.55], [-0.75, 0.55, -0.44], [0.37, -0.20, -0.55], [-0.28, 0.09, 0.17], [0.44, -0.21, 0.36], [-0.02, 0.13, -0.58], [-0.01, -0.06, 0.01], [0.29, 0.26, 0.08], [0.19, 0.00, 0.45], [-0.10, 0.04, -0.44], [0.52, -0.24, 0.09], [-0.14, -0.12, -0.11], [-0.16, -0.12, -0.04], [0.00, -0.04, 0.10], [0.00, 0.10, 0.14], [0.03, -0.16, -0.09], [0.04, 0.12, 0.02], [0.09, -0.14, -0.05], [-0.27, 0.02, 0.14], [-0.06, -0.22, 0.06], [0.00, -0.11, 0.03], [-0.22, 0.10, 0.23], [0.04, -0.27, -0.07], [0.30, 0.09, -0.20], [-0.11, -0.03, 0.14], [0.16, 0.10, 0.08], [-0.02, -0.14, 0.15], [0.02, 0.03, 0.02], [0.10, 0.05, -0.05], [-0.02, 0.02, 0.05], [-0.21, 0.05, 0.08], [0.00, 0.08, 0.13], [-0.14, -0.05, 0.07]], "spin_multiplicity": 1, "total_charge": -1, "max_force_ev_per_a": 3.07, "orbital_gap_ev": 7.487}

---

Number 1: LUMO energy 0.40 eV. Number 2: LUMO energy 0.71 eV. Number 3: LUMO energy -6.72 eV. Number 4: LUMO energy 2.48 eV.